1.
Molecular formula: C46H46BiBrN4O3PSSe2
Method: DFT, ωB97M-V with the def2-TZVPD basis set

Properties
Multiplicity: 1
Calculated total energy in eV: -287256.067
F_max in hartree/bohr: 0.0176
Total charge: -1

The geometry in XYZ format:
```
105
Properties=species:S:1:pos:R:3:forces:R:3
Bi -0.167 -0.866 -0.678 0.2 0.5 0.7
O 1.699 -0.410 -1.819 -0.3 0.4 0.0
C 1.939 -0.220 -3.082 0.0 -0.2 -0.1
C 3.238 0.205 -3.452 0.1 0.0 0.0
C 3.609 0.361 -4.764 -0.1 0.0 0.0
C 2.704 0.088 -5.795 0.0 0.0 -0.1
C 1.427 -0.294 -5.466 -0.1 0.0 0.1
C 1.003 -0.437 -4.132 0.3 0.0 0.0
C -0.385 -0.761 -3.946 -0.3 0.0 0.1
N -1.045 -0.806 -2.845 0.2 -0.2 0.0
N -2.399 -1.024 -2.974 -0.5 0.0 -0.5
C -3.007 -1.406 -1.880 0.3 -0.1 0.1
O -2.473 -1.647 -0.742 -0.1 0.0 -0.5
C -4.489 -1.542 -2.008 -0.1 0.1 0.0
C -5.175 -2.470 -1.232 0.1 0.0 0.0
C -6.559 -2.547 -1.287 0.0 -0.1 0.0
C -7.268 -1.693 -2.119 0.0 0.0 0.0
C -6.588 -0.766 -2.899 0.0 0.0 0.0
C -5.205 -0.689 -2.845 0.0 -0.1 0.0
H 3.937 0.390 -2.647 0.0 0.0 0.0
H 4.611 0.698 -5.004 0.0 0.0 0.0
H 2.999 0.186 -6.831 0.0 0.0 0.0
H 0.701 -0.481 -6.249 0.0 0.0 0.0
H -0.961 -0.965 -4.849 0.0 0.1 0.0
H -4.610 -3.134 -0.594 0.0 0.0 0.1
H -7.082 -3.274 -0.677 0.0 0.0 0.0
H -8.349 -1.750 -2.164 0.0 0.0 0.0
H -7.139 -0.098 -3.549 0.0 0.0 0.0
H -4.659 0.031 -3.440 0.0 0.0 0.0
Se 0.590 -3.422 -1.390 0.4 -0.6 0.2
P 2.118 -3.120 0.182 0.1 -0.5 -0.1
Se 1.749 -1.579 1.597 0.4 -0.1 0.0
C 3.754 -2.889 -0.606 -0.2 0.0 0.1
C 4.397 -1.661 -0.528 0.0 0.0 0.0
C 5.674 -1.520 -1.051 0.0 0.0 0.0
C 6.311 -2.602 -1.639 0.0 0.0 -0.1
C 5.652 -3.818 -1.752 0.0 -0.1 0.0
C 4.373 -3.964 -1.239 0.0 0.2 0.0
C 2.323 -4.751 0.999 0.0 0.2 0.0
C 2.835 -4.778 2.292 0.0 0.0 0.0
C 3.059 -5.989 2.927 0.0 0.0 0.0
C 2.760 -7.179 2.279 0.0 0.0 0.0
C 2.241 -7.155 0.993 0.0 -0.1 -0.1
C 2.018 -5.945 0.353 0.0 0.1 0.1
H 3.896 -0.823 -0.061 0.0 0.0 0.0
H 6.172 -0.560 -0.995 0.0 0.0 0.0
H 7.320 -2.499 -2.020 0.0 0.0 0.0
H 6.133 -4.657 -2.241 0.0 0.0 0.0
H 3.847 -4.905 -1.333 0.1 -0.1 0.0
H 3.039 -3.840 2.795 0.0 0.0 0.0
H 3.452 -6.002 3.936 0.0 0.0 0.0
H 2.919 -8.123 2.786 0.0 0.0 0.0
H 2.003 -8.079 0.481 0.0 0.0 0.0
H 1.592 -5.914 -0.642 0.0 -0.1 0.0
C -2.401 6.867 0.445 0.1 -0.1 0.0
C -1.133 6.529 1.234 -0.1 0.1 0.1
C -0.040 7.522 0.811 -0.1 -0.1 0.0
C -1.440 6.724 2.728 0.0 0.0 -0.1
C -0.671 5.095 0.994 -0.1 0.0 0.0
C -1.407 4.177 0.265 0.0 0.0 0.0
C -0.941 2.884 0.139 -0.3 -0.2 -0.2
Br -2.085 1.654 -0.821 0.2 0.4 0.2
C 0.270 2.380 0.668 -0.2 0.0 0.0
O 0.598 1.137 0.556 -0.1 0.3 0.0
C 1.053 3.366 1.361 0.0 0.0 -0.1
C 0.534 4.639 1.531 0.0 0.1 -0.1
C 2.435 3.053 1.957 0.1 0.0 0.0
C 3.320 4.312 1.984 -0.1 0.0 0.0
C 3.200 2.006 1.135 -0.1 0.0 0.0
C 2.262 2.542 3.394 0.0 -0.1 -0.1
H -2.711 7.889 0.673 0.0 0.0 0.0
H -3.223 6.200 0.709 0.0 0.0 0.0
H -2.222 6.795 -0.629 -0.1 0.0 0.0
H -0.408 8.548 0.903 0.0 0.0 0.0
H 0.243 7.350 -0.229 0.0 0.0 0.0
H 0.851 7.424 1.431 0.0 0.0 0.0
H -1.702 7.766 2.931 0.0 0.0 0.0
H -0.579 6.460 3.343 0.0 0.0 0.0
H -2.278 6.091 3.024 0.0 0.0 0.0
H -2.344 4.441 -0.203 0.0 0.0 0.0
H 1.113 5.345 2.112 0.0 0.0 0.0
H 3.350 4.777 0.997 0.0 0.0 0.0
H 4.339 4.032 2.259 0.0 0.0 0.0
H 2.985 5.055 2.710 0.0 0.0 0.0
H 3.223 2.286 0.080 0.0 0.0 0.0
H 2.723 1.038 1.209 0.0 -0.1 -0.1
H 4.227 1.921 1.505 0.0 0.1 0.0
H 1.705 3.261 3.999 0.0 0.0 0.0
H 3.239 2.382 3.862 0.0 0.0 0.0
H 1.728 1.590 3.395 -0.1 0.0 0.0
N -6.204 -1.298 2.195 0.2 0.1 -0.1
C -5.579 -2.460 2.435 -0.5 -0.1 0.2
S -6.405 -3.762 3.027 0.0 -0.1 0.0
C -4.120 -2.485 2.201 0.3 0.1 -0.1
C -3.346 -1.344 2.390 -0.2 -0.1 0.0
C -1.981 -1.430 2.180 0.1 0.0 0.1
N -1.375 -2.538 1.777 -0.1 0.0 0.0
C -2.117 -3.618 1.569 -0.1 0.0 0.0
C -3.484 -3.650 1.784 0.0 0.0 0.0
H -7.202 -1.268 2.311 0.0 0.0 0.0
H -5.759 -0.568 1.660 0.0 -0.1 0.0
H -3.792 -0.410 2.707 0.1 0.0 0.1
H -1.333 -0.569 2.334 -0.1 0.0 0.0
H -1.589 -4.495 1.209 0.0 0.0 0.0
H -4.058 -4.549 1.607 0.0 0.0 0.1
```
Forces are in eV/Å.

***

2.
Molecular formula: C46H46ClN8O9Re
Method: DFT, ωB97M-V with the def2-TZVPD basis set

Properties
Expectation value of S²: 3.774
Multiplicity: 4
Calculated total energy in eV: -93436.925
F_max in hartree/bohr: 0.0782
Total charge: +1

The geometry in XYZ format:
```
111
Properties=species:S:1:pos:R:3:forces:R:3
Re 1.236 1.439 0.267 0.4 2.0 -0.8
C -1.721 4.485 1.138 -0.6 0.0 0.5
C -2.129 3.618 -0.048 -0.8 -0.6 0.4
C -3.106 4.088 -0.937 0.2 -0.8 -0.3
C -3.736 3.276 -1.896 1.4 0.2 1.2
C -3.320 1.972 -2.010 0.4 -1.5 -0.3
C -2.295 1.412 -1.212 -0.4 2.1 1.5
C -2.052 -0.060 -1.302 0.9 0.4 -0.6
C -1.710 2.259 -0.169 -1.1 -0.6 -1.9
N -0.741 1.717 0.733 -0.6 -0.3 1.3
C -1.077 1.698 2.079 -2.9 1.2 0.1
O -2.219 1.816 2.582 2.5 -0.6 -1.2
C 0.117 1.763 2.946 2.3 -0.1 0.3
C 0.211 2.007 4.326 1.1 -0.4 -0.5
C 1.494 2.007 4.945 -0.8 0.3 -1.3
C 2.661 1.813 4.189 -0.7 -0.2 1.4
C 2.512 1.593 2.838 -1.1 0.0 0.0
N 1.301 1.611 2.211 -0.7 0.1 3.4
C 3.633 1.342 1.945 3.6 0.0 -1.9
O 4.786 1.131 2.380 -2.7 0.5 -0.9
N 3.268 1.481 0.585 0.2 -0.8 2.2
C 4.317 1.690 -0.370 0.6 -1.2 -1.0
C 4.939 0.610 -1.045 0.7 0.6 -0.2
C 4.711 -0.832 -0.711 -0.2 -0.3 0.1
C 5.920 0.884 -2.040 -1.3 0.0 0.9
C 6.325 2.186 -2.282 -0.1 -0.1 0.1
C 5.860 3.215 -1.450 -1.1 -0.9 -0.5
C 4.783 2.987 -0.577 1.4 0.3 0.6
C 4.453 4.040 0.448 0.6 1.2 -0.5
H -2.061 5.546 0.994 0.5 -1.0 0.1
H -0.640 4.408 1.211 0.3 0.5 0.2
H -2.141 4.118 2.147 0.4 0.4 -1.7
H -3.402 5.111 -0.890 -0.2 0.6 0.3
H -4.537 3.659 -2.479 -0.5 0.3 -0.5
H -3.813 1.275 -2.723 0.3 0.7 0.5
H -2.972 -0.610 -1.221 -0.4 -0.3 0.4
H -1.321 -0.353 -0.547 -0.2 -0.3 -0.1
H -1.672 -0.294 -2.309 0.2 -0.1 0.3
H -0.638 2.195 4.969 -0.3 -0.1 -0.5
H 1.512 2.226 6.003 0.3 -0.1 0.1
H 3.635 1.777 4.707 -0.5 0.0 -0.8
H 4.077 -0.934 0.188 0.5 -0.2 -0.3
H 5.654 -1.411 -0.646 -0.4 0.6 0.5
H 4.243 -1.322 -1.553 -0.6 -0.1 -0.2
H 6.275 0.013 -2.589 0.2 0.4 0.0
H 6.987 2.374 -3.123 0.2 0.1 0.4
H 6.271 4.203 -1.513 0.1 0.4 -0.1
H 4.856 5.034 0.070 -0.5 -1.1 0.7
H 5.006 3.751 1.379 -0.7 0.5 -0.5
H 3.371 4.157 0.583 0.5 0.0 0.4
O 1.570 5.453 -0.900 -0.9 -2.1 -0.1
C 1.339 4.253 -1.017 1.3 1.8 -0.4
O 1.371 3.395 -0.031 -0.5 -0.3 0.2
C 1.241 3.637 -2.394 -0.3 0.1 -0.7
C 0.854 4.468 -3.461 0.3 -0.5 -0.5
C 0.775 3.861 -4.723 -0.3 0.0 0.9
C 1.243 2.578 -4.977 -0.4 -0.1 -0.5
C 1.665 1.797 -3.921 -0.4 1.7 0.6
C 1.587 2.305 -2.640 -0.5 0.7 1.8
N 2.208 0.518 -4.135 0.8 -3.5 -0.1
O 2.721 -0.069 -3.155 -0.8 1.0 -1.1
O 2.116 -0.001 -5.240 0.1 0.9 0.9
N 0.066 4.595 -5.804 1.5 0.1 -0.3
O -0.266 5.732 -5.556 -0.4 -0.3 -0.1
O -0.002 4.020 -6.870 -0.5 0.2 0.2
H 0.643 5.547 -3.351 0.0 -0.9 0.2
H 1.226 2.129 -5.968 0.0 0.3 0.1
H 1.795 1.662 -1.726 0.5 0.3 -1.5
C -0.013 -5.834 -0.357 -1.1 -0.5 -0.1
C -1.325 -5.451 0.374 1.4 1.6 0.0
C -2.055 -4.468 -0.610 0.5 -0.2 0.4
C -2.201 -6.695 0.518 0.0 -0.5 -0.3
C -0.918 -4.826 1.832 -0.7 0.4 -0.6
O -0.471 -5.926 2.641 -0.4 0.1 -0.2
C -2.095 -4.073 2.568 -0.2 -0.9 -0.2
C -2.613 -2.728 2.053 0.3 0.7 0.5
C -4.116 -2.476 2.021 0.3 0.5 0.3
C -4.569 -1.139 2.015 -0.9 -0.5 -1.0
C -5.840 -0.857 1.472 0.2 -0.3 -0.3
C -6.666 -1.913 1.062 1.0 -0.8 0.5
Cl -8.015 -1.712 0.007 -0.3 0.5 0.2
C -6.331 -3.234 1.391 0.2 0.0 0.5
C -5.031 -3.506 1.878 -1.0 0.6 -0.8
C 0.390 -3.893 1.954 -0.6 -0.9 0.1
N 0.519 -2.631 1.207 1.0 0.7 -2.2
C 0.776 -1.375 1.621 -1.1 -0.4 -1.8
N 1.084 -0.611 0.551 -0.3 -1.0 0.2
C 1.047 -1.460 -0.529 0.5 -1.3 1.9
N 0.751 -2.688 -0.173 -0.1 0.5 1.0
H -0.347 -6.159 -1.353 0.5 -0.1 0.2
H 0.541 -6.631 0.132 0.0 -0.1 0.1
H 0.620 -4.981 -0.469 0.4 0.4 -0.2
H -2.089 -5.022 -1.563 -0.2 0.4 0.3
H -1.531 -3.489 -0.811 -0.6 -1.1 0.4
H -3.079 -4.345 -0.247 0.0 0.4 -0.3
H -2.780 -6.870 -0.406 0.3 0.2 0.3
H -2.936 -6.623 1.319 0.0 0.0 0.1
H -1.596 -7.618 0.621 -0.3 0.4 0.3
H -0.895 -6.763 2.354 0.3 0.9 0.2
H -1.775 -3.921 3.598 0.0 -0.4 0.1
H -2.955 -4.757 2.579 0.5 -0.1 0.2
H -2.232 -2.560 1.053 -0.1 0.2 -0.4
H -2.218 -1.898 2.660 0.2 -0.2 -0.1
H -3.934 -0.304 2.294 0.1 -0.1 -0.1
H -6.148 0.161 1.232 0.1 -0.2 0.3
H -7.113 -4.006 1.280 0.8 0.3 -0.1
H -4.676 -4.505 2.053 -0.4 -0.4 -0.1
H 1.250 -4.562 1.760 -0.3 0.7 -0.1
H 0.423 -3.564 2.994 0.0 -0.3 0.1
H 0.428 -0.949 2.529 0.3 -0.1 0.9
H 1.476 -1.191 -1.464 -0.2 0.1 -0.9
```
Forces are in eV/Å.